{
  "formula": "C34H97N3O16",
  "method": "ωB97M-V/def2-TZVPD",
  "e_above_lowest_kj_mol": 464.20,
  "energy_ha": -2721.23736,
  "e_homo_ev": -8.60,
  "orbital_gap_ev": 8.9,
  "max_force_ev_per_a": 3.25,
  "symbols": ["C", "O", "H", "H", "H", "H", "C", "O", "H", "H", "H", "H", "C", "O", "H", "H", "H", "H", "C", "O", "H", "H", "H", "H", "C", "O", "H", "H", "H", "H", "C", "O", "H", "H", "H", "H", "C", "O", "H", "H", "H", "H", "C", "O", "C", "C", "N", "C", "C", "O", "C", "H", "H", "H", "H", "H", "H", "H", "H", "H", "H", "H", "H", "H", "H", "H", "C", "O", "C", "C", "N", "C", "C", "O", "C", "H", "H", "H", "H", "H", "H", "H", "H", "H", "H", "H", "H", "H", "H", "H", "C", "O", "C", "C", "N", "C", "C", "O", "C", "H", "H", "H", "H", "H", "H", "H", "H", "H", "H", "H", "H", "H", "H", "H", "C", "C", "C", "O", "H", "H", "H", "H", "H", "H", "H", "H", "C", "C", "C", "O", "H", "H", "H", "H", "H", "H", "H", "H", "C", "C", "C", "O", "H", "H", "H", "H", "H", "H", "H", "H"],
  "positions_angstrom": [[0.895, 5.397, 8.396], [0.383, 6.402, 7.484], [1.120, 4.540, 7.761], [1.805, 5.570, 8.971], [0.173, 5.029, 9.125], [0.063, 7.138, 8.011], [-1.630, 9.897, 4.499], [-1.301, 8.627, 3.916], [-0.768, 10.539, 4.319], [-2.525, 10.354, 4.076], [-1.730, 9.814, 5.581], [-1.068, 8.039, 4.638], [-1.137, 8.359, -1.785], [-0.439, 8.230, -3.129], [-1.197, 9.339, -1.311], [-2.199, 8.189, -1.965], [-0.635, 7.756, -1.028], [-0.660, 7.342, -3.419], [3.467, -6.011, -0.812], [2.776, -6.137, -2.064], [2.829, -5.633, -0.014], [3.963, -6.949, -0.563], [4.221, -5.227, -0.884], [3.219, -6.744, -2.662], [-3.293, -4.781, -5.033], [-3.961, -3.779, -4.363], [-2.458, -4.310, -5.550], [-2.712, -5.399, -4.348], [-3.872, -5.462, -5.657], [-3.923, -3.919, -3.414], [-4.990, 1.202, -4.926], [-4.810, 2.120, -5.985], [-5.020, 1.686, -3.950], [-6.035, 0.892, -4.936], [-4.309, 0.352, -4.970], [-5.075, 1.704, -6.809], [-1.842, 5.209, -6.641], [-2.056, 4.905, -5.271], [-0.892, 5.709, -6.832], [-1.998, 4.278, -7.186], [-2.578, 5.940, -6.976], [-2.634, 4.139, -5.248], [-4.067, -7.530, 9.650], [-3.817, -6.184, 9.533], [-4.957, -5.414, 9.274], [-5.425, -5.563, 7.790], [-4.888, -4.592, 6.861], [-3.475, -4.702, 6.697], [-3.183, -3.775, 5.548], [-3.875, -4.219, 4.392], [-4.410, -3.251, 3.535], [-3.115, -7.975, 9.938], [-4.293, -8.097, 8.747], [-4.881, -7.758, 10.339], [-4.624, -4.398, 9.488], [-5.744, -5.571, 10.012], [-6.493, -5.365, 7.701], [-5.247, -6.576, 7.429], [-5.180, -4.778, 5.912], [-3.163, -5.706, 6.408], [-2.824, -4.337, 7.491], [-2.110, -3.871, 5.385], [-3.297, -2.707, 5.734], [-3.610, -2.685, 3.059], [-5.066, -2.475, 3.929], [-5.002, -3.894, 2.883], [-0.774, 2.501, 2.695], [-1.364, 1.893, 1.557], [-0.488, 2.219, 0.441], [-0.818, 1.377, -0.798], [-0.504, 0.008, -0.639], [-0.536, -0.758, -1.850], [-0.174, -2.229, -1.570], [-1.379, -2.791, -0.935], [-1.111, -3.779, 0.035], [0.292, 2.295, 2.795], [-1.180, 1.927, 3.528], [-0.946, 3.573, 2.792], [0.549, 2.029, 0.717], [-0.583, 3.300, 0.345], [-0.396, 1.773, -1.722], [-1.897, 1.366, -0.950], [-1.044, -0.388, 0.118], [0.174, -0.288, -2.531], [-1.482, -0.616, -2.373], [0.831, -2.163, -1.152], [-0.010, -2.571, -2.592], [-0.810, -3.366, 0.998], [-0.445, -4.511, -0.421], [-1.963, -4.455, 0.117], [3.297, 2.191, -6.291], [4.110, 2.726, -7.290], [5.020, 3.763, -6.937], [5.578, 4.578, -8.073], [4.624, 4.976, -9.081], [3.372, 5.543, -8.531], [2.499, 6.066, -9.626], [2.185, 4.896, -10.487], [0.992, 5.016, -11.269], [2.642, 3.054, -6.177], [3.837, 2.080, -5.351], [2.844, 1.255, -6.618], [5.867, 3.255, -6.476], [4.585, 4.400, -6.167], [6.326, 4.020, -8.637], [6.071, 5.496, -7.752], [4.313, 4.149, -9.571], [3.468, 6.307, -7.760], [2.755, 4.779, -8.058], [2.985, 6.854, -10.201], [1.563, 6.525, -9.309], [1.160, 5.890, -11.899], [0.205, 5.077, -10.519], [0.918, 4.045, -11.760], [5.309, 2.793, -0.224], [5.780, 2.940, 1.279], [6.284, 4.313, 1.639], [4.651, 2.672, 2.140], [5.908, 3.481, -0.821], [4.258, 3.008, -0.414], [5.656, 1.858, -0.665], [6.491, 2.140, 1.487], [7.307, 4.253, 1.267], [6.393, 4.461, 2.714], [5.712, 5.019, 1.037], [4.367, 1.783, 1.917], [3.783, -1.808, 3.443], [2.437, -1.750, 2.688], [1.259, -1.058, 3.420], [2.543, -0.996, 1.557], [4.582, -2.314, 2.902], [3.756, -2.346, 4.391], [4.112, -0.820, 3.766], [2.065, -2.764, 2.538], [1.132, -1.485, 4.415], [0.357, -1.216, 2.830], [1.499, -0.031, 3.695], [1.670, -0.815, 1.200], [0.594, -9.971, 2.045], [-0.566, -10.048, 3.066], [-1.542, -8.862, 2.841], [-1.172, -11.252, 2.705], [1.110, -10.926, 2.133], [1.380, -9.237, 2.224], [0.276, -9.922, 1.004], [-0.167, -10.212, 4.068], [-1.916, -8.908, 1.818], [-0.988, -7.931, 2.957], [-2.345, -8.981, 3.569], [-1.555, -11.274, 1.825]],
  "mulliken_charge": [-0.563, -0.466, 0.214, 0.267, 0.262, 0.287, -0.504, -0.481, 0.233, 0.212, 0.230, 0.308, -0.575, -0.502, 0.265, 0.259, 0.248, 0.303, -0.460, -0.509, 0.139, 0.285, 0.256, 0.289, -0.596, -0.472, 0.255, 0.249, 0.256, 0.310, -0.597, -0.488, 0.238, 0.294, 0.270, 0.294, -0.536, -0.494, 0.154, 0.265, 0.306, 0.293, -0.763, -0.318, -0.656, -0.573, -0.406, -0.402, -0.728, -0.310, -0.771, 0.264, 0.293, 0.328, 0.372, 0.380, 0.377, 0.400, 0.231, 0.272, 0.329, 0.417, 0.406, 0.269, 0.337, 0.257, -0.695, -0.334, -0.485, -0.956, 0.044, -0.986, -0.422, -0.320, -0.588, 0.239, 0.281, 0.316, 0.216, 0.447, 0.495, 0.410, 0.149, 0.458, 0.398, 0.295, 0.342, 0.107, 0.325, 0.281, -0.647, -0.362, -0.421, -0.880, -0.363, -0.320, -0.728, -0.329, -0.663, 0.304, 0.262, 0.210, 0.417, 0.391, 0.396, 0.356, 0.295, 0.441, 0.113, 0.368, 0.419, 0.279, 0.237, 0.228, -1.322, 0.595, -1.323, -0.530, 0.385, 0.306, 0.380, 0.247, 0.345, 0.356, 0.348, 0.212, -1.506, 0.932, -1.375, -0.484, 0.359, 0.392, 0.324, 0.065, 0.446, 0.321, 0.234, 0.269, -1.228, 0.302, -1.116, -0.569, 0.350, 0.365, 0.317, 0.304, 0.304, 0.320, 0.307, 0.346]
}